# 1
{
  "formula": "C15H29N4O2",
  "method": "wB97M-V/def2-TZVPD",
  "total_energy_ev": -26073.8006,
  "charge": 1,
  "symbols": ["H", "C", "H", "H", "H", "H", "H", "C", "N", "O", "N", "O", "C", "H", "H", "H", "C", "C", "C", "C", "H", "H", "C", "H", "H", "H", "H", "H", "C", "H", "H", "H", "C", "H", "H", "H", "H", "C", "H", "C", "H", "N", "H", "C", "N", "C", "H", "H", "H", "C"],
  "positions_angstrom": [[-5.213515, -0.423212, -4.626448], [2.614194, 0.933439, -0.136503], [1.039176, -2.099166, 1.105065], [2.573537, -1.105505, -0.971398], [1.272592, 5.060618, 4.039640], [0.531491, 1.882819, 5.830277], [1.551343, 4.993900, 5.782173], [-1.540805, -1.435252, -1.002454], [-5.454108, -2.360955, -3.864344], [3.828023, 4.146922, 4.484037], [-1.406494, -0.146025, -1.147107], [-4.064927, -3.101494, -2.232241], [1.126478, 4.455814, 4.935192], [3.199824, 0.803170, -2.707474], [5.303544, -0.956571, -0.415561], [-6.618859, -3.815492, -2.909910], [4.385701, -0.838541, 0.148602], [3.834922, 0.099102, -2.174929], [-0.658280, -2.164543, -0.191100], [1.020605, 1.954288, 4.857388], [-3.949100, -1.241472, -3.068298], [1.166597, 1.467686, 1.443734], [0.341394, -1.572305, 0.476433], [-2.335806, -1.944271, -1.527078], [3.541426, 2.138805, 4.462263], [-6.886056, -1.008256, -4.564169], [3.378087, 1.581584, 0.285062], [-6.979237, -3.567823, -4.633338], [0.475407, -0.196295, 0.306198], [-0.823320, -3.228426, -0.097486], [4.058850, -1.794769, 0.550717], [-5.509104, -4.436039, -4.136754], [1.563620, 0.584010, 0.947322], [3.841617, -0.812558, -2.774035], [0.063385, 4.299323, 5.100269], [4.870709, 0.422395, -2.119838], [4.507519, -0.163340, 0.991874], [3.130514, 3.160428, 4.564830], [-0.274868, 1.387548, -0.627176], [-5.852472, -1.292741, -4.764756], [2.045581, -0.044681, 1.691970], [-0.392834, 0.386230, -0.489848], [0.257105, 1.963750, 4.073276], [-6.187758, -3.619583, -3.891296], [1.796520, 3.173317, 4.779424], [3.268480, -0.282362, -0.797212], [2.102838, 1.533081, -0.897477], [1.664130, 1.086510, 4.720890], [-5.770160, -1.632191, -5.797962], [-4.437490, -2.230853, -3.010460]],
  "forces_ev_per_angstrom": [[0.0, 0.0, 0.0], [-0.7, 0.2, -0.3], [0.0, -0.1, 0.1], [-0.4, 0.2, 0.1], [0.0, 0.1, 0.0], [-0.1, -0.1, 0.0], [-0.1, 0.1, 0.0], [0.2, 0.0, 0.1], [0.0, 0.1, -0.1], [-0.1, 0.0, 0.0], [-0.2, 0.0, -0.3], [0.3, 0.2, 0.0], [0.2, 0.0, 0.0], [0.1, 0.2, 0.0], [0.2, -0.1, 0.2], [0.0, -0.1, 0.0], [-1.1, 0.0, -0.4], [-0.2, -0.9, 0.0], [-0.9, -1.5, -0.2], [0.0, 0.4, 0.0], [0.0, 0.0, 0.0], [0.0, 0.1, 0.0], [0.6, 0.5, 0.3], [-0.3, 0.0, -0.1], [0.0, 0.0, 0.0], [0.0, 0.1, -0.1], [0.1, 0.0, 0.1], [0.0, 0.1, 0.0], [0.3, -0.5, 0.7], [0.0, -0.1, -0.1], [0.3, -0.2, 0.1], [-0.1, 0.0, 0.0], [0.6, 0.0, -0.4], [0.2, 0.0, -0.2], [0.0, -0.1, 0.0], [-0.1, 0.4, 0.0], [0.4, 0.0, 0.0], [0.1, 0.0, 0.0], [-0.3, -0.1, -0.1], [-0.1, -0.2, 0.0], [-0.1, 0.0, 0.2], [0.2, 1.1, 0.0], [-0.1, -0.2, 0.1], [0.1, 0.0, 0.1], [0.0, -0.2, 0.0], [0.9, 0.3, 0.3], [0.0, 0.0, 0.0], [0.0, 0.0, 0.0], [0.0, 0.1, 0.0], [-0.1, -0.1, 0.0]],
  "lowdin_charge": [0.0838, -0.1633, 0.1426, 0.1130, 0.0924, 0.0927, 0.0974, -0.0357, -0.1905, 0.0297, 0.1395, -0.0175, -0.0364, 0.0750, 0.0778, 0.0967, -0.0394, -0.0615, 0.0352, -0.0710, 0.1278, 0.1270, 0.0364, 0.0883, 0.1291, 0.0947, 0.1291, 0.0907, -0.1964, 0.1392, 0.0715, 0.0965, -0.0948, 0.0841, 0.0859, 0.0828, 0.0747, -0.3660, 0.1920, -0.0442, 0.1236, 0.1087, 0.0771, -0.0257, -0.2052, -0.4079, 0.1064, 0.0772, 0.0946, -0.3578]
}

=====

# 2
{
  "formula": "C6H12N2O4",
  "method": "wB97M-V/def2-TZVPD",
  "e_above_lowest_kj_mol": 269.5,
  "total_energy_ev": -17584.9173,
  "smiles": "C[C@@H](O)[C@H](N)C(=O)NCC(=O)O",
  "symbols": ["H", "C", "O", "C", "N", "H", "H", "C", "H", "H", "C", "H", "O", "O", "H", "C", "H", "H", "C", "H", "H", "O", "N", "H"],
  "positions_angstrom": [[3.158570, -0.904135, -1.717955], [1.446234, -0.422939, -0.485872], [-3.999203, 0.769840, -0.249235], [2.766055, -0.055614, -1.191718], [0.813189, -0.096790, 1.900933], [0.190094, -1.044635, 1.707479], [-1.724740, 0.212804, -1.301244], [0.018473, 1.489519, 0.190578], [-2.100389, 1.869764, 0.456989], [2.146941, -1.888067, 0.663814], [1.161157, 0.515836, 0.731549], [1.953936, 1.221743, 0.979854], [0.287895, 2.461746, -0.455248], [1.428677, -1.875841, -0.021477], [-1.265129, -0.971024, -0.061528], [-3.218840, -0.150054, -0.146774], [0.723583, -0.438303, -1.300882], [0.512575, 0.553246, 2.649897], [-1.843244, -0.070950, -0.282395], [-3.226060, -2.033331, -0.356048], [2.554597, 0.917477, -1.679762], [-3.842119, -1.340639, -0.098909], [-1.411185, 1.098106, 0.438035], [3.468933, 0.182243, -0.370091]],
  "forces_ev_per_angstrom": [[0.0, 0.0, -0.9], [1.2, -2.3, 0.4], [1.2, 0.7, 0.7], [-0.5, 1.0, 2.4], [-2.1, -4.8, 2.0], [1.9, 3.6, 1.2], [0.3, -0.6, -1.6], [-1.7, -0.8, -0.2], [0.8, -0.7, -0.6], [-1.0, -0.2, -0.8], [-1.9, 2.4, -2.5], [0.5, 0.0, -0.7], [0.1, 0.5, 0.2], [1.1, 2.3, 0.2], [-0.1, 0.1, 0.2], [-6.7, -0.2, -0.6], [-0.6, 0.2, 0.6], [-0.1, -1.1, -0.9], [3.7, 1.1, 0.2], [0.1, -0.4, 0.3], [0.5, -0.8, -0.4], [0.7, -1.1, 0.0], [2.7, 1.2, 1.4], [0.1, -0.1, -0.5]],
  "lowdin_charge": [0.0754, -0.3195, 0.1239, -0.0335, 0.0154, 0.1663, 0.1477, -0.3500, 0.1404, 0.1010, -0.3557, 0.1434, 0.1048, -0.0975, 0.1323, -0.5502, 0.1262, 0.1106, -0.1640, 0.1120, 0.0995, 0.1336, 0.0536, 0.0844]
}

=====

# 3
{
  "formula": "C17H26AlBr27Cl2NO3S",
  "method": "wB97M-V/def2-TZVPD",
  "total_energy_ev": -1959301.5848,
  "charge": -1,
  "symbols": ["H", "Br", "Br", "H", "H", "C", "H", "H", "O", "H", "Br", "H", "H", "C", "H", "H", "Br", "C", "C", "H", "H", "C", "H", "H", "Br", "H", "C", "Br", "Br", "C", "Br", "C", "H", "Br", "H", "O", "Br", "C", "Br", "O", "Br", "Br", "Br", "Br", "H", "Br", "H", "Br", "H", "C", "H", "Br", "Br", "H", "H", "Br", "Br", "Br", "Br", "Br", "C", "Cl", "C", "N", "C", "H", "C", "H", "Cl", "C", "C", "Al", "Br", "S", "H", "Br", "C", "Br"],
  "positions_angstrom": [[-4.223287, 3.015664, 1.807816], [8.531293, -6.443189, -2.090787], [-12.315449, 5.017628, -1.699616], [4.676011, -3.772282, -0.800545], [-3.638575, 0.297582, 1.244248], [9.160580, -6.359493, -0.258685], [4.354631, 2.384254, 3.707176], [3.350316, 3.483955, 1.605409], [0.506381, 0.374854, 4.188774], [-2.860438, -0.967422, 3.171215], [7.514660, -0.675489, -1.783110], [-9.008136, 1.292924, -6.611403], [-2.502226, 0.262996, -7.902184], [-1.640610, -5.381204, -1.171845], [-2.711710, 2.950490, 2.863846], [-11.564841, 3.794610, 0.329930], [5.547203, 7.507689, 1.024249], [2.668785, 2.758840, 2.177090], [-11.480659, 3.561183, -0.728971], [-0.381607, 2.692012, 1.652160], [-0.572490, 1.452388, 0.313980], [3.620240, 1.785935, 3.060157], [-1.614194, 0.114820, -3.749000], [7.061207, 6.103531, 2.407674], [4.919069, 5.694633, 3.599616], [8.387795, -5.858833, 0.323231], [6.358098, 0.875044, -1.920965], [-2.572662, -2.042912, -2.966368], [-1.016596, -0.150608, -5.953019], [-3.243876, 2.447549, 1.999829], [-3.969961, 1.094157, -6.076709], [-2.537097, 0.137941, 3.181329], [1.331170, -3.337817, 2.099719], [-3.097954, 0.954875, -1.936549], [0.126652, -1.537486, 0.666876], [2.525684, -1.544638, 2.041832], [6.101204, 4.346289, 0.936177], [1.303108, -2.250043, 2.440617], [-7.307158, -0.182123, -5.560837], [0.404835, 1.696631, 5.815281], [10.771351, -5.291622, -0.099454], [-3.446742, -1.897393, -7.117063], [6.151732, -4.172108, 1.161918], [3.737623, -5.946482, -0.017488], [3.015586, 1.130930, 3.773177], [5.007241, 0.891641, -0.531750], [-2.630527, 2.570650, 1.034447], [-2.424442, -6.278655, 0.358084], [5.835427, 0.798515, -2.871666], [-0.050593, 1.641769, 1.317703], [4.181494, 1.071956, 2.354609], [-0.145876, -0.297623, -1.785461], [-9.807272, 1.353699, -4.259209], [1.967927, 3.300361, 2.890141], [2.858617, -0.964310, 2.766043], [-0.074318, -4.354503, -0.679246], [-7.471191, 3.020679, -5.699610], [3.178026, -2.916104, 1.035214], [9.389886, -8.127087, 0.504357], [7.372394, 2.528381, -1.962510], [-0.030587, -1.629591, 1.799074], [-2.704097, 0.655029, 4.956815], [-8.474343, 1.361105, -5.666330], [0.437403, 1.658925, 4.617029], [6.050228, 5.936243, 2.043463], [-2.381408, -4.674725, -1.539931], [-3.537514, 0.897358, 2.200535], [1.235133, -2.271268, 3.581275], [-5.227971, 0.802589, 3.007536], [-2.705419, -0.118682, -6.904292], [4.465989, -4.150957, 0.200301], [-0.566333, 0.162998, 2.626047], [-1.267671, -6.617304, -2.619626], [1.795169, 1.672494, 0.947996], [-0.871175, -2.376635, 2.025690], [-9.590862, 3.418208, -1.130921], [-1.826860, -0.264533, -2.748754], [-12.405420, 1.881116, -1.015781]],
  "forces_ev_per_angstrom": [[1.4, -0.9, 0.4], [0.2, 0.0, 0.4], [0.1, -0.3, 0.1], [0.2, -0.3, 0.2], [0.2, 0.9, 1.1], [-0.1, 0.1, 0.0], [-0.9, -0.8, -1.0], [-1.2, -1.0, 0.8], [-0.6, 0.4, -1.1], [0.3, 1.6, 0.2], [-0.2, 0.3, 0.0], [0.1, 0.0, 0.2], [0.0, -0.1, 0.2], [0.1, 0.2, 0.0], [-0.6, -0.9, -0.9], [0.0, -0.1, -0.3], [0.0, -0.3, 0.2], [0.9, -0.7, 1.1], [0.1, 0.0, 0.1], [0.6, -1.4, -0.6], [0.9, 0.4, 1.2], [-0.1, 0.1, -0.1], [-0.2, -0.2, 0.7], [-0.3, 0.0, -0.1], [0.2, 0.1, -0.3], [0.1, -0.1, -0.2], [-0.2, -0.1, 0.1], [0.1, 0.3, 0.0], [0.0, -0.1, -0.7], [-0.4, 0.0, -1.3], [0.4, -0.2, -0.1], [-0.9, -0.8, -0.9], [0.3, 1.7, 0.8], [0.2, -0.2, -0.1], [-0.3, -0.4, 1.6], [-5.2, 4.8, 4.5], [0.0, 0.4, 0.2], [-3.6, 0.0, 1.7], [-0.3, 0.3, 0.0], [0.3, 0.7, -0.8], [-0.3, -0.2, -0.1], [0.1, 0.3, 0.1], [-0.2, 0.0, 0.0], [0.2, -0.2, -0.1], [0.5, 1.0, -1.0], [0.2, 0.0, -0.3], [-0.7, -0.1, 1.5], [0.2, 0.1, -0.3], [0.1, 0.0, 0.2], [-0.7, 1.1, 0.1], [-0.6, 1.2, 1.1], [-0.3, 0.0, -0.4], [0.3, 0.0, -0.3], [0.7, -0.6, -1.2], [-0.2, -0.5, -0.6], [-0.3, -0.3, -0.1], [-0.1, -0.3, 0.1], [7.3, -5.1, -4.7], [0.0, 0.3, -0.2], [-0.1, -0.3, 0.0], [0.7, -0.2, 0.4], [0.0, -0.1, -1.1], [-0.1, -0.1, -0.1], [-0.2, -1.2, 1.3], [0.1, -0.1, 0.1], [0.2, -0.2, 0.1], [0.4, 0.3, 1.6], [0.1, 0.2, -1.5], [0.3, -0.1, -0.7], [-0.1, 0.1, -0.1], [-0.7, -0.6, -1.3], [1.0, 0.1, -0.3], [-0.1, 0.2, 0.2], [-0.6, 0.5, 0.1], [1.2, 0.7, -0.6], [-0.4, 0.1, 0.1], [0.1, 0.1, 0.2], [0.2, 0.3, 0.0]],
  "lowdin_charge": [0.0666, 0.5465, 0.5497, -0.0367, 0.0819, -1.6228, 0.0579, 0.0150, -0.2040, 0.0624, 0.5561, -0.0288, -0.0277, -1.6202, 0.0840, -0.0287, 0.5520, -0.5271, -1.6133, 0.0274, -0.0445, -0.1957, -0.1782, -0.0307, 0.5765, -0.0960, -1.6001, 0.5698, 0.6616, -0.1642, 0.5429, -0.6816, 0.0349, 0.5861, -0.0119, -0.5389, 0.5557, -0.3880, 0.5441, -0.0369, 0.5425, 0.5635, 0.5385, 0.4773, 0.0529, 0.5877, 0.0559, 0.5595, -0.0273, -0.5352, 0.0303, 0.6616, 0.5412, 0.0766, 0.1176, 0.5875, 0.5521, 0.9524, 0.5473, 0.5305, -0.2085, 0.4756, -1.6036, -0.1540, -1.6020, -0.0784, -0.7087, 0.1304, 0.4425, -1.5630, -1.5170, 0.2025, 0.5465, 0.6775, 0.0671, 0.5487, -1.6103, 0.5470]
}

=====

- What is the formula in the first record?
  C15H29N4O2